A molecular structure, C3H7N3OS in a non-equilibrium geometry, computed with the ωB97M-V functional and the def2-TZVPD basis.

Results
**M**: 133.176 u
**Orbital gap**: 9.31 eV

Structure (ORCA input):
```
! wB97M-V def2-TZVPD RIJCOSX def2/J DEFGRID3
* xyz 0 1
S 0.350 1.244 0.179
O 2.903 0.966 0.407
N -0.729 0.310 -0.534
N 1.682 -1.091 -0.087
N -2.625 -1.063 -1.277
C 1.886 0.363 -0.024
C -1.875 -1.115 1.151
C -1.932 -0.525 -0.170
H -2.756 -1.862 1.335
H -1.844 -0.358 2.075
H -0.874 -1.628 1.142
H -0.909 0.708 -1.411
H 2.345 -1.845 0.699
H 0.767 -1.725 -0.355
H -2.327 -0.356 -2.061
*
```